Record 1
160
Properties=species:S:1:pos:R:3:forces:R:3 method="wB97M-V/def2-TZVPD" smiles="[H]/N=C(/C)CC1=C(Cl)C(=O)C(NCCC)=C(CCO)C1=O.c1ccncc1.c1ccncc1.c1ccncc1.c1ccncc1.c1ccncc1.c1ccncc1.c1ccncc1.c1ccncc1.c1ccncc1.c1ccncc1.c1ccncc1" homo_lumo_gap_ev=7.80 max_force_ev_per_a=1.08 e_lumo_ha=-0.0357
H -1.5508 -1.7724 -1.7547 0.0 0.0 0.1
N -2.0751 -1.1125 -1.1767 0.0 -0.1 -0.2
C -3.1864 -0.8312 -1.7187 0.2 0.1 0.2
C -4.1013 0.1333 -1.0105 0.2 -0.1 -0.6
C -3.6637 -1.4319 -3.0521 -0.3 0.1 0.8
C -3.5167 -2.9067 -2.9736 0.6 -0.5 -0.7
C -2.5014 -3.6340 -3.4645 -0.4 0.6 0.1
Cl -1.1887 -2.9367 -4.3483 -0.1 -0.2 0.0
C -2.4713 -5.1167 -3.2531 0.2 -0.4 -0.6
O -2.0803 -5.8895 -4.1004 0.0 0.5 0.7
C -2.9928 -5.5291 -1.9044 -0.3 0.4 0.5
N -2.3475 -6.5761 -1.2733 0.1 0.5 -0.5
C -0.8953 -6.3548 -1.1333 0.1 -0.3 0.5
C -0.5571 -5.7173 0.1998 0.7 -0.5 0.3
C -0.7956 -6.6551 1.4016 -0.2 0.4 -0.3
C -4.0392 -4.8208 -1.4275 0.0 -0.5 -0.2
C -4.6964 -5.0161 -0.1024 0.0 0.2 0.4
C -4.2086 -3.9544 0.9101 -0.6 0.2 0.1
O -5.3080 -3.1974 1.4295 0.1 0.0 -0.2
C -4.5638 -3.7073 -2.2543 -0.5 -0.2 -0.2
O -5.7509 -3.4442 -2.3612 0.9 0.2 0.5
H -3.5385 1.0236 -0.7594 0.1 0.2 0.2
H -4.9212 0.4122 -1.6617 -0.3 0.1 0.1
H -4.4749 -0.3264 -0.1030 -0.2 0.0 0.2
H -3.0954 -0.9941 -3.8624 0.1 0.0 -0.2
H -4.7133 -1.1789 -3.1478 -0.2 -0.1 -0.3
H -2.7264 -6.7363 -0.3521 -0.2 -0.2 0.0
H -0.4867 -5.7401 -1.9282 -0.2 0.0 -0.3
H -0.3929 -7.3171 -1.1849 0.1 -0.1 -0.1
H 0.5106 -5.5117 0.1890 0.2 0.3 -0.1
H -1.0442 -4.7587 0.3478 -0.3 0.1 -0.1
H -1.6287 -6.3093 2.0066 -0.1 -0.1 0.2
H 0.0913 -6.6745 2.0211 0.0 0.0 0.3
H -1.0001 -7.6684 1.0679 0.0 -0.2 0.0
H -5.7688 -4.8705 -0.1826 -0.2 0.0 -0.2
H -4.5557 -6.0121 0.3058 0.1 -0.2 -0.1
H -3.6862 -4.4152 1.7440 0.3 -0.1 0.0
H -3.5548 -3.2413 0.4167 0.3 0.1 0.0
H -5.4212 -3.4312 2.3486 -0.1 0.0 0.2
C 0.2491 -1.8930 -9.3402 0.0 0.0 0.0
C 0.2270 -2.1329 -7.9764 0.0 0.0 0.0
C 0.1146 -1.0478 -7.1210 0.0 0.1 0.0
N 0.0283 0.2149 -7.5329 0.0 0.0 0.0
C 0.0527 0.4275 -8.8468 0.0 0.1 0.0
C 0.1598 -0.5852 -9.7882 0.0 0.0 0.0
H 0.3344 -2.7119 -10.0427 0.0 0.0 0.0
H 0.2940 -3.1377 -7.5819 0.0 0.0 0.0
H 0.0916 -1.1884 -6.0470 0.0 0.0 0.0
H -0.0173 1.4648 -9.1550 0.0 0.0 -0.1
H 0.1725 -0.3528 -10.8440 0.0 0.0 0.0
C 0.8747 -0.3748 2.4400 0.0 0.1 0.0
C 1.6427 -1.1338 3.3057 0.1 0.1 0.0
C 1.6886 -2.5075 3.1172 0.0 -0.1 0.0
N 1.0268 -3.1431 2.1510 -0.2 0.1 0.0
C 0.2871 -2.3915 1.3314 -0.1 -0.1 0.2
C 0.1763 -1.0153 1.4286 0.0 0.1 0.0
H 0.8183 0.7028 2.5482 -0.1 0.0 0.1
H 2.1988 -0.6706 4.1104 0.0 -0.1 0.1
H 2.2865 -3.1347 3.7690 0.0 0.0 0.0
H -0.2415 -2.9296 0.5541 0.0 0.1 -0.1
H -0.4391 -0.4682 0.7265 0.0 -0.1 0.0
C -0.8653 5.3316 1.0479 0.0 0.0 -0.1
C -1.3665 4.0913 0.6878 0.0 0.0 0.0
C -1.2117 3.0393 1.5767 0.0 -0.2 0.0
N -0.6122 3.1513 2.7618 0.1 0.0 0.0
C -0.1402 4.3536 3.0918 0.0 -0.1 0.0
C -0.2355 5.4717 2.2752 0.0 0.0 -0.1
H -0.9628 6.1787 0.3810 0.0 0.0 0.0
H -1.8598 3.9398 -0.2626 0.0 0.0 0.0
H -1.5795 2.0482 1.3298 0.0 0.0 0.0
H 0.3464 4.4157 4.0602 0.0 0.1 0.0
H 0.1734 6.4261 2.5883 0.0 -0.1 0.1
C 3.9456 -1.5154 -2.6304 0.0 0.0 -0.1
C 2.9745 -1.5385 -1.6427 0.0 0.0 0.0
C 3.0159 -2.5561 -0.6999 0.1 -0.1 0.0
N 3.9381 -3.5186 -0.6913 0.0 0.1 -0.1
C 4.8643 -3.4838 -1.6489 0.1 -0.1 0.1
C 4.9123 -2.5080 -2.6355 0.0 0.0 0.0
H 3.9486 -0.7374 -3.3838 0.0 0.0 0.0
H 2.1989 -0.7849 -1.6003 0.0 0.0 0.0
H 2.2783 -2.6095 0.0893 0.1 0.0 0.0
H 5.5980 -4.2831 -1.6183 0.0 0.0 0.0
H 5.6890 -2.5289 -3.3883 0.0 0.0 0.0
C -6.0749 7.4752 2.7591 0.0 0.0 0.0
C -4.8956 6.9318 3.2404 0.0 0.0 0.0
C -3.7983 6.8843 2.3945 0.1 0.0 -0.1
N -3.8115 7.3322 1.1390 -0.1 0.0 0.1
C -4.9551 7.8495 0.6932 0.1 0.0 -0.1
C -6.1082 7.9453 1.4567 0.0 0.0 0.0
H -6.9541 7.5307 3.3881 0.0 0.0 0.0
H -4.8248 6.5508 4.2497 0.0 0.0 0.0
H -2.8559 6.4673 2.7328 0.0 0.0 0.1
H -4.9401 8.2042 -0.3316 -0.1 0.0 0.0
H -7.0072 8.3773 1.0395 0.0 0.0 0.0
C -6.6365 -4.5035 -5.7057 0.1 0.0 0.0
C -6.9968 -4.6182 -7.0387 0.0 0.0 0.0
C -8.2562 -4.1805 -7.4191 -0.1 0.0 0.0
N -9.1428 -3.6572 -6.5750 0.1 0.0 0.0
C -8.7787 -3.5568 -5.2975 -0.1 0.0 0.0
C -7.5438 -3.9606 -4.8108 0.0 0.0 0.1
H -5.6604 -4.8335 -5.3688 0.0 0.0 0.0
H -6.3182 -5.0375 -7.7690 0.0 0.0 0.0
H -8.5776 -4.2499 -8.4527 0.0 0.0 0.0
H -9.5208 -3.1282 -4.6327 0.0 0.0 0.0
H -7.2918 -3.8538 -3.7632 -0.1 0.0 -0.2
C 5.5134 -8.8692 -3.9879 0.0 0.0 0.0
C 4.9554 -7.6268 -4.2395 0.0 0.0 0.0
C 5.1458 -6.6195 -3.3056 0.0 0.1 0.0
N 5.8358 -6.7780 -2.1790 0.0 0.0 -0.1
C 6.3644 -7.9782 -1.9516 0.0 0.1 0.1
C 6.2343 -9.0519 -2.8191 0.0 0.0 0.0
H 5.3882 -9.6825 -4.6913 0.0 0.0 0.0
H 4.3840 -7.4403 -5.1382 0.0 0.0 0.0
H 4.7290 -5.6303 -3.4636 0.0 0.0 0.0
H 6.9186 -8.0784 -1.0249 0.0 0.0 0.0
H 6.6869 -10.0051 -2.5833 0.0 0.0 0.0
C 4.0915 1.3813 2.7271 -0.1 -0.1 -0.1
C 5.3833 1.0903 3.1313 0.0 0.1 0.0
C 5.9370 1.8510 4.1507 0.0 0.0 0.1
N 5.2920 2.8361 4.7737 0.0 0.0 0.0
C 4.0452 3.0930 4.3795 0.1 0.0 0.1
C 3.4032 2.4036 3.3615 0.0 0.0 0.0
H 3.6181 0.8126 1.9365 0.0 0.0 0.0
H 5.9495 0.2936 2.6683 0.0 0.0 0.0
H 6.9469 1.6602 4.4982 0.0 0.0 0.0
H 3.5424 3.8941 4.9115 0.0 0.0 0.0
H 2.3869 2.6533 3.0831 0.0 0.0 0.0
C 0.6671 11.2758 3.5865 0.0 0.0 0.0
C 1.4470 10.4948 4.4237 0.0 0.0 0.0
C 1.4288 9.1206 4.2475 0.0 -0.1 0.0
N 0.6998 8.5067 3.3171 -0.3 0.3 0.4
C -0.0466 9.2722 2.5216 -0.1 -0.1 0.1
C -0.0974 10.6539 2.6133 0.0 0.0 0.0
H 0.6553 12.3529 3.6911 0.0 0.0 0.0
H 2.0583 10.9396 5.1964 0.0 0.0 0.0
H 2.0279 8.4727 4.8778 0.0 0.0 0.0
H -0.6344 8.7448 1.7760 0.0 0.0 0.0
H -0.7203 11.2249 1.9391 0.0 0.0 0.0
C 4.0654 0.3747 8.8546 0.0 0.0 0.0
C 4.8998 0.0100 7.8113 0.0 0.0 0.0
C 4.3332 -0.5782 6.6914 0.0 0.0 -0.1
N 3.0291 -0.8149 6.5615 0.1 0.0 0.0
C 2.2409 -0.4581 7.5734 -0.1 0.0 -0.1
C 2.7056 0.1371 8.7358 0.0 0.0 0.0
H 4.4681 0.8383 9.7459 0.0 0.0 0.0
H 5.9664 0.1789 7.8613 0.0 0.0 0.0
H 4.9495 -0.8744 5.8493 0.0 0.0 0.0
H 1.1841 -0.6622 7.4388 0.0 0.0 0.0
H 2.0185 0.4078 9.5254 0.0 0.0 0.0
C 4.5575 6.2098 2.2467 0.0 -0.1 0.1
C 3.2210 6.5432 2.0959 0.1 0.0 0.0
C 2.9077 7.8044 1.6115 0.0 0.1 -0.3
N 3.8205 8.7166 1.2824 0.0 -0.1 0.0
C 5.0999 8.3788 1.4337 0.0 0.1 0.0
C 5.5209 7.1458 1.9087 0.0 0.1 0.0
H 4.8416 5.2348 2.6236 0.0 0.0 0.0
H 2.4353 5.8433 2.3496 0.0 0.0 0.0
H 1.8739 8.1051 1.4801 0.3 -0.2 -0.1
H 5.8206 9.1419 1.1601 0.0 0.0 0.0
H 6.5748 6.9273 2.0119 0.0 0.0 0.0

---

Record 2
13
Properties=species:S:1:pos:R:3:forces:R:3 method="wB97M-V/def2-TZVPD" s_squared=0.769 charge=+3 homo_lumo_gap_ev="5.22 / 5.91" max_force_ev_per_a=2.54 e_lumo_ha="-0.6103 / -0.5850" multiplicity=2
O 0.1507 0.7142 0.0319 2.4 0.8 0.6
C 1.3289 0.3790 -0.1465 0.2 -0.6 -0.7
O 1.6276 -0.8137 -0.7389 0.7 0.6 1.6
C -1.0096 -0.2033 -0.1522 -1.8 -1.0 -0.7
C -2.2592 0.5702 0.1528 0.1 0.3 0.1
H -0.9555 -0.5395 -1.1929 0.0 0.0 0.2
H -0.8476 -1.0465 0.5268 0.2 0.2 0.0
H -2.3928 1.4016 -0.5500 0.0 -0.2 0.2
H -3.1090 -0.1168 0.0428 0.2 0.1 0.0
H -2.2532 0.9503 1.1816 -0.1 -0.1 -0.2
Ce 4.3498 1.2474 -0.1319 -1.8 -1.2 0.2
C 2.7162 -0.8398 0.1509 -0.1 1.4 -1.0
H 2.6536 -1.7031 0.8257 0.1 -0.2 -0.1

---

Record 3
58
Properties=species:S:1:pos:R:3:forces:R:3 method="wB97M-V/def2-TZVPD" s_squared=8.839 homo_lumo_gap_ev="4.80 / 6.31" max_force_ev_per_a=2.00 e_lumo_ha="-0.0316 / -0.0639" multiplicity=6
Ru -0.3597 0.0759 -0.1709 0.9 -1.7 0.4
Br 3.2580 -4.9555 3.9282 0.0 0.0 0.0
C 2.1040 -3.6610 3.1617 0.0 0.0 0.1
C 0.7713 -3.6099 3.5639 0.0 0.0 0.1
C -0.0586 -2.6606 3.0066 -0.2 0.1 -0.1
C 0.4012 -1.7475 2.0539 0.2 -0.1 -0.1
O -0.4690 -0.8592 1.5659 -0.1 0.4 -0.1
C 1.7548 -1.8174 1.6363 -0.2 0.2 -0.1
C 2.3135 -0.9844 0.6325 0.3 -0.1 0.1
N 1.6680 -0.0345 -0.0637 -0.2 0.4 -0.2
C 2.3120 0.7371 -1.0056 0.1 -0.2 0.2
C 3.6972 0.8468 -1.1758 -0.1 -0.1 0.1
C 4.2160 1.6389 -2.1984 -0.1 0.1 -0.2
C 3.4023 2.3326 -3.0700 0.2 0.0 0.0
C 2.0024 2.2655 -2.9197 -0.1 0.0 0.1
C 1.0865 2.9300 -3.7560 -0.1 -0.1 0.1
C -0.2699 2.7966 -3.5418 0.1 0.1 -0.2
C -0.7214 2.0295 -2.4827 0.2 -0.2 0.2
N 0.1183 1.3870 -1.6562 0.0 0.4 -0.6
C 1.4650 1.4738 -1.8720 -0.1 0.1 -0.1
C 2.5884 -2.7945 2.2212 0.1 0.0 -0.1
H 0.3943 -4.3112 4.2956 0.0 0.0 0.0
H -1.1049 -2.6083 3.2852 0.1 0.0 0.0
H 3.3405 -1.1926 0.3581 0.0 0.0 -0.1
H 4.3729 0.3343 -0.5068 0.0 0.0 0.0
H 5.2916 1.7022 -2.3132 0.0 0.0 0.0
H 3.8212 2.9310 -3.8701 0.0 0.0 0.0
H 1.4619 3.5387 -4.5704 0.0 0.0 0.0
H -0.9899 3.2863 -4.1833 0.0 0.0 0.0
H -1.7760 1.9129 -2.2915 -0.1 0.0 0.0
H 3.6244 -2.8585 1.9095 0.0 0.0 0.0
O -2.6836 -3.8195 0.2967 0.5 0.1 -0.2
C -2.2389 -2.8250 -0.1721 -0.3 0.5 0.0
O -2.4631 -1.6492 -0.4241 0.3 -0.5 0.0
C -0.1641 -3.0240 -0.9929 0.0 0.1 0.0
O 0.2561 -4.1211 -0.8493 -0.3 0.2 0.0
O 0.0889 -1.9106 -1.4485 -0.3 0.0 0.3
C -4.3731 3.2491 -2.1761 0.0 0.0 0.0
Ge -4.4254 3.5888 -0.2479 0.1 0.0 0.1
C -4.5942 5.4955 0.1600 0.0 -0.1 0.0
C -5.8662 2.5347 0.5526 0.1 0.0 0.0
C -2.6824 2.9461 0.4700 0.0 -0.1 -0.1
Se -2.5960 1.0000 0.2248 -0.9 0.5 0.3
C -3.0453 0.5100 2.0419 0.0 -0.1 0.0
H -5.3254 3.5109 -2.6404 0.0 0.0 0.0
H -4.1956 2.1852 -2.3509 0.0 0.0 0.0
H -3.5848 3.8292 -2.6622 0.0 0.0 0.0
H -5.5426 5.8808 -0.2201 0.1 0.0 0.0
H -3.7811 6.0586 -0.3017 0.0 0.0 0.0
H -4.5623 5.6576 1.2388 0.0 0.0 -0.1
H -6.8116 2.7620 0.0569 0.0 0.0 0.0
H -5.9799 2.7444 1.6181 0.0 0.0 -0.1
H -5.6610 1.4712 0.4167 -0.1 0.0 0.0
H -2.5416 3.1604 1.5280 0.0 0.0 0.0
H -1.8567 3.3980 -0.0794 0.0 0.0 0.0
H -4.0117 0.9449 2.2809 0.0 0.0 0.0
H -2.2707 0.8726 2.7092 0.0 0.0 0.0
H -3.0856 -0.5740 2.0710 0.0 0.0 0.0

---

| no. | electronic energy (eV) |
| --- | --- |
| 1 | -110786.210 |
| 2 | -21228.706 |
| 3 | -231943.030 |